The following is a DFT calculation (wB97M-V/def2-TZVPD) of one molecule with the formula C8H19BN2 in a non-equilibrium geometry.

Each line ends with the natural charge from an NBO analysis.
Positions of all 30 atoms, in Å:
N: -0.310 1.494 -0.169  -0.680
N: -1.291 -0.854 0.263  -0.691
C: -1.241 -2.301 -0.142  -0.403
C: 2.181 -0.995 0.631  -0.137
C: 1.902 -1.754 1.705  -0.419
C: -1.451 2.263 -0.616  -0.384
C: 1.236 -0.629 -0.514  -0.598
C: 0.869 2.378 0.047  -0.400
C: 1.979 0.166 -1.611  -0.596
C: -2.375 -0.650 1.208  -0.400
B: -0.237 0.008 -0.126  0.995
H: -2.008 -2.358 -0.854  0.188
H: -2.218 1.569 -0.783  0.201
H: -1.197 2.785 -1.545  0.174
H: -1.649 2.986 0.174  0.178
H: 0.539 3.361 0.294  0.189
H: 2.619 -0.525 -2.303  0.199
H: -2.433 -1.408 2.086  0.178
H: 2.628 -1.980 2.380  0.196
H: 1.428 2.513 -0.847  0.187
H: -1.495 -3.068 0.614  0.191
H: 1.029 -1.560 -1.121  0.230
H: 3.164 -0.470 0.639  0.191
H: -0.217 -2.464 -0.509  0.209
H: -3.421 -0.725 0.932  0.189
H: 1.344 0.406 -2.396  0.207
H: -2.188 0.219 1.731  0.208
H: 2.624 1.084 -1.319  0.205
H: 1.396 1.975 0.887  0.205
H: 0.944 -2.221 1.700  0.186

Atoms 1-6, force components in eV/Å:
N 0.6955 -1.0363 0.1251
N -0.7527 -2.2634 0.6809
C 1.1132 1.1486 0.7643
C 0.0939 0.6319 0.8413
C -1.3233 1.1610 -3.5120
C 1.5594 0.1400 0.6335

SMILES string: C=C[C@H](C)B(N(C)C)N(C)C
total energy: -450.5306 Eh
LUMO: 0.807 eV
max |F|: 3.93 eV/Å
ΔE to the lowest compared entry with this formula, charge and spin: 37.29 kcal per mole
total charge: 0
HOMO: -0.2916 Ha

The following is a DFT calculation (wB97M-V/def2-TZVPD) of C8H19BiNO4S3 as an isolated structure in a non-equilibrium geometry.

Each line ends with the natural charge from an NBO analysis.
Positions of all 36 atoms, in Å:
Bi: -0.586 0.445 0.382  1.844
S: 1.819 1.462 1.521  0.227
S: -2.466 0.300 2.460  2.492
S: -1.984 -0.123 -2.033  0.235
O: -3.800 -0.092 2.071  -0.919
O: -2.116 0.692 3.805  -0.913
O: -1.455 -0.856 1.996  -1.082
O: -2.060 1.547 1.494  -1.095
N: 1.240 -0.724 -0.997  -0.686
C: 2.205 -1.111 0.050  -0.253
C: 0.487 -1.787 -1.693  -0.254
C: 1.551 0.782 3.208  -0.744
C: 0.517 2.146 -1.469  -0.367
C: 2.827 0.124 0.707  -0.525
C: -0.409 2.756 -0.683  -0.465
C: -3.122 -1.360 -1.290  -0.746
C: -0.581 -1.198 -2.619  -0.528
H: 1.580 2.237 -1.287  0.220
H: -0.144 3.367 0.171  0.257
H: -0.101 -0.556 -3.369  0.232
H: 1.689 -1.719 0.808  0.222
H: -3.851 -0.839 -0.656  0.284
H: -1.126 -2.002 -3.132  0.261
H: 0.690 1.284 3.671  0.280
H: 1.381 -0.301 3.250  0.248
H: -2.643 -2.144 -0.688  0.244
H: 3.374 0.698 -0.052  0.233
H: 0.269 1.727 -2.435  0.219
H: -1.446 2.866 -0.973  0.258
H: -3.624 -1.807 -2.164  0.247
H: 1.180 -2.408 -2.296  0.227
H: 3.011 -1.737 -0.382  0.227
H: 0.018 -2.449 -0.951  0.223
H: 1.683 -0.096 -1.680  0.388
H: 2.475 1.045 3.748  0.248
H: 3.519 -0.171 1.508  0.263

Atoms 1-6, force components in eV/Å:
Bi -0.7303 -1.0063 1.2893
S -0.2526 -1.1808 0.1562
S -0.2349 -0.2146 0.6021
S 0.4550 -0.8226 0.6384
O 0.9651 0.3181 0.5624
O -0.5631 -0.4031 -1.1371

total energy: -2080.8041 Eh
LUMO: -4.189 eV
max |F|: 1.96 eV/Å
total charge: +1
HOMO: -0.4521 Ha

The following is a DFT calculation (wB97M-V/def2-TZVPD) of a 2-piece molecular cluster, C8H19ClSi overall in a non-equilibrium geometry.

Each line ends with the natural charge from an NBO analysis.
Positions of all 29 atoms, in Å:
Cl: -1.537 2.555 -0.122  -0.112
Si: -1.660 -0.618 0.157  1.590
C: -3.583 -0.329 0.228  -1.119
C: 1.752 2.540 -0.376  -0.670
C: -1.059 -1.380 -1.501  -1.101
C: 3.206 -0.361 -0.264  -0.609
C: 1.141 1.142 -0.429  -0.052
C: -1.172 -1.977 1.413  -1.092
C: 1.827 -0.041 0.327  -0.451
C: -0.746 1.112 0.644  -0.627
H: -0.482 -0.574 -2.093  0.239
H: -3.792 0.756 0.264  0.250
H: 1.114 3.323 -0.784  0.236
H: 1.934 2.773 0.681  0.208
H: 2.737 2.592 -0.937  0.220
H: 1.134 -0.883 0.520  0.217
H: 2.106 0.304 1.325  0.201
H: 4.004 0.513 -0.205  0.212
H: -4.015 -0.644 -0.781  0.238
H: 3.105 -0.632 -1.359  0.200
H: -0.457 -2.216 -1.201  0.234
H: 3.479 -1.223 0.285  0.212
H: -0.203 -2.382 1.272  0.224
H: -1.885 -1.767 -2.094  0.242
H: -1.154 -1.452 2.344  0.230
H: -1.802 -2.809 1.406  0.238
H: -4.209 -0.759 1.078  0.247
H: 0.830 0.937 -1.455  0.182
H: -0.616 1.498 1.656  0.213

Atoms 1-6, force components in eV/Å:
Cl -0.3184 -0.3644 -0.0852
Si -0.2229 0.1042 0.6296
C -0.5109 0.0930 -0.6192
C 0.7697 -0.6523 0.5071
C 0.0442 2.4495 -0.2165
C 0.0424 1.1148 -1.9011

total energy: -1065.8153 Eh
LUMO: 0.876 eV
max |F|: 3.52 eV/Å
ΔE to the lowest compared entry with this formula, charge and spin: 97.50 kcal per mole
total charge: 0
HOMO: -0.3113 Ha

The following is a DFT calculation (wB97M-V/def2-TZVPD) of C8H19F6NO8S2V as an isolated structure in a non-equilibrium geometry.

Each line ends with the natural charge from an NBO analysis.
Positions of all 45 atoms, in Å:
V: 0.076 1.410 -0.022  1.497
S: -1.827 1.251 2.899  2.242
S: -0.312 3.386 2.304  2.224
F: 2.257 3.307 2.799  -0.304
F: 1.096 4.582 4.105  -0.292
F: -0.246 -0.811 3.385  -0.308
F: 1.029 2.448 4.366  -0.297
F: -1.564 -1.067 1.681  -0.324
F: -2.359 -1.144 3.688  -0.290
O: 2.218 1.140 0.313  -0.786
O: 0.196 3.923 1.068  -0.958
O: -3.062 1.356 2.210  -0.895
O: -1.383 4.061 2.930  -0.867
O: -2.477 -0.149 -2.687  -0.762
O: 1.779 -1.023 -2.602  -0.778
O: -1.742 1.631 4.267  -0.891
O: -0.301 -0.291 -1.014  -1.196
N: -0.602 1.823 1.955  -1.313
C: 1.631 -2.625 -4.433  -0.639
C: 1.290 -1.228 -3.927  -0.069
C: -1.460 -0.554 2.919  0.722
C: 2.661 -0.045 1.040  -0.061
C: 1.129 3.420 3.474  0.742
C: -3.239 -2.477 -2.601  -0.630
C: 2.851 0.242 2.488  -0.641
C: -3.472 -1.042 -2.173  -0.062
H: 3.560 -0.385 0.524  0.196
H: 0.208 -1.077 -3.910  0.171
H: -1.652 -0.292 -2.188  0.486
H: 1.747 -0.489 -4.591  0.158
H: 2.549 -2.627 -5.023  0.203
H: -3.483 -0.958 -1.080  0.154
H: 3.149 -0.671 3.004  0.233
H: 1.912 -0.813 0.852  0.190
H: 0.810 -3.064 -4.994  0.210
H: -4.418 -0.647 -2.542  0.176
H: -3.995 -3.099 -2.106  0.206
H: 2.987 1.592 -0.041  0.513
H: 1.006 -0.829 -2.040  0.495
H: 3.589 1.018 2.676  0.219
H: -0.307 -1.026 -0.389  0.478
H: 1.895 0.561 2.902  0.221
H: -2.267 -2.818 -2.238  0.199
H: 1.871 -3.260 -3.576  0.218
H: -3.327 -2.642 -3.671  0.212

Atoms 1-6, force components in eV/Å:
V 0.4500 -0.3087 -0.4777
S -0.6178 -0.8488 0.2037
S 0.0402 0.1681 -1.0091
F 0.3575 -0.0844 -0.0959
F 0.1774 0.1690 -0.0186
F 0.3001 -0.0333 0.0412

⟨S²⟩: 3.7554
total energy: -3312.4318 Eh
LUMO (alpha / beta): -0.464 / -0.776 eV
max |F|: 1.59 eV/Å
multiplicity: 4
ΔE to the lowest compared entry with this formula, charge and spin: 27.44 kcal per mole
total charge: 0
HOMO (alpha / beta): -0.3580 / -0.3589 Ha